An isolated molecule of C8H12N2O2 at a distorted geometry, computed with wB97M-V/def2-TZVPD.

Element x y z (Å)
O: 4.5184 1.9762 3.6628
C: 3.7605 1.4745 2.8806
N: 2.8573 1.1394 2.1739
C: 2.7064 0.7755 0.8055
C: 1.2773 0.4958 0.5120
C: 0.9038 0.0880 -0.9129
C: -0.5913 -0.1096 -1.1612
C: -1.2851 -1.0608 -0.1490
C: -2.6018 -1.5968 -0.5958
N: -3.5217 -0.4689 -0.6445
C: -4.3948 0.1629 -1.0608
O: -5.2131 0.9114 -1.4956
H: 3.1504 1.6141 0.2015
H: 3.3181 -0.1028 0.5702
H: 0.7404 1.4340 0.7477
H: 0.8922 -0.2801 1.2212
H: 1.4333 -0.8503 -1.1013
H: 1.2347 0.9032 -1.6194
H: -1.1419 0.8632 -1.1598
H: -0.6823 -0.5440 -2.1569
H: -1.4248 -0.5778 0.7854
H: -0.5421 -1.8246 0.0368
H: -2.4621 -2.0411 -1.5983
H: -2.9320 -2.3815 0.0578

As for the charge: 0. As for the spin multiplicity: 1. The SMILES is O=C=NCCCCCCN=C=O. The HOMO energy is -10.39 eV. The orbital gap is 10.944 eV. The relative energy (zero: lowest compared OMol25 entry of this formula, charge and spin) is 33.6 kcal/mol.